(1)
{
  "formula": "C11H52F7NO24PS4",
  "method": "ωB97M-V with the def2-TZVPD basis set",
  "species": ["O", "P", "O", "O", "S", "C", "C", "C", "S", "C", "S", "N", "C", "C", "O", "C", "C", "S", "O", "O", "C", "F", "F", "C", "F", "F", "C", "F", "F", "F", "H", "H", "H", "H", "H", "H", "H", "H", "H", "H", "H", "H", "H", "H", "H", "H", "O", "H", "H", "O", "H", "H", "O", "H", "H", "O", "H", "H", "O", "H", "H", "O", "H", "H", "O", "H", "H", "O", "H", "H", "O", "H", "H", "O", "H", "H", "O", "H", "H", "O", "H", "H", "O", "H", "H", "O", "H", "H", "O", "H", "H", "O", "H", "H", "O", "H", "H", "O", "H", "H"],
  "coordinates": [[3.62, 4.95, 2.07], [4.24, 3.66, 2.24], [3.84, 2.97, 3.59], [5.80, 3.68, 2.11], [3.37, 2.43, 0.65], [1.78, 1.89, 1.33], [0.65, 2.24, 0.35], [-0.56, 2.78, 1.09], [-1.64, 1.44, 1.64], [-3.00, 1.59, 0.50], [-2.62, 2.15, -1.01], [-4.26, 1.28, 0.86], [-4.98, 0.41, -0.09], [-5.72, -0.75, 0.58], [-5.01, -1.45, 1.60], [-4.14, -0.63, 2.38], [-4.45, 0.84, 2.25], [4.78, 0.81, 0.64], [4.95, 0.35, 1.98], [5.95, 1.41, 0.09], [4.25, -0.51, -0.60], [5.38, -1.07, -1.03], [3.68, 0.18, -1.60], [3.23, -1.55, -0.06], [2.02, -0.98, -0.08], [3.55, -1.92, 1.18], [3.20, -2.83, -0.95], [3.19, -2.54, -2.25], [4.24, -3.63, -0.70], [2.08, -3.49, -0.65], [4.43, 2.22, 3.81], [6.21, 2.92, 2.57], [1.63, 2.43, 2.26], [1.79, 0.83, 1.57], [0.37, 1.33, -0.16], [0.97, 2.98, -0.37], [-1.12, 3.43, 0.43], [-0.28, 3.35, 1.97], [-4.34, 0.05, -0.88], [-5.75, 1.00, -0.57], [-5.91, -1.46, -0.21], [-6.70, -0.45, 0.94], [-4.27, -0.92, 3.42], [-3.11, -0.87, 2.13], [-3.88, 1.43, 2.94], [-5.49, 0.99, 2.53], [-7.88, -0.95, -1.72], [-8.33, -1.80, -1.76], [-8.04, -0.56, -2.58], [3.42, -4.60, -4.68], [3.61, -3.93, -4.02], [2.76, -5.16, -4.25], [-3.24, 3.76, 3.57], [-3.34, 4.64, 3.20], [-3.10, 3.91, 4.51], [-5.73, 3.89, 0.63], [-6.29, 4.59, 0.30], [-4.84, 4.15, 0.37], [-7.20, -0.89, 3.67], [-6.49, -0.99, 3.01], [-7.33, -1.78, 4.00], [5.46, -6.42, -1.56], [5.45, -5.49, -1.33], [4.83, -6.48, -2.29], [-4.20, 0.74, -3.60], [-4.48, 0.42, -4.46], [-3.34, 0.32, -3.47], [-5.20, -1.58, 5.58], [-5.93, -0.94, 5.59], [-4.94, -1.67, 6.50], [2.36, -8.23, -2.11], [3.09, -8.61, -2.60], [2.77, -7.62, -1.49], [7.94, 3.35, 3.89], [7.34, 4.09, 3.80], [8.77, 3.70, 3.54], [-1.95, -0.78, -4.96], [-2.26, -1.09, -5.82], [-1.10, -1.21, -4.84], [5.66, 6.40, 4.13], [5.04, 5.84, 3.65], [5.35, 7.30, 3.96], [6.25, 5.73, -0.35], [5.58, 5.52, -1.00], [6.09, 5.14, 0.39], [0.67, -5.92, -3.82], [0.41, -6.83, -3.65], [0.22, -5.69, -4.64], [-4.56, -1.15, -6.14], [-4.90, -1.35, -7.02], [-4.63, -1.98, -5.66], [-0.13, 4.10, -1.94], [-0.63, 3.51, -2.51], [-0.40, 4.98, -2.22], [-2.04, -6.34, -4.90], [-2.13, -6.63, -3.99], [-2.38, -7.08, -5.42], [7.60, -1.76, 2.26], [6.91, -1.11, 2.17], [7.39, -2.44, 1.61]],
  "total_charge": 1,
  "gap_ha": 0.169,
  "largest_force_ev_per_a": 2.849
}

=====

(2)
{
  "formula": "C3H5N2",
  "method": "ωB97M-V with the def2-TZVPD basis set",
  "species": ["C", "C", "C", "N", "N", "H", "H", "H", "H", "H"],
  "coordinates": [[1.81, 0.49, -0.76], [1.74, 0.84, 0.39], [-1.16, -1.39, 0.26], [-1.36, 0.94, 0.00], [-1.17, -0.18, 0.13], [1.91, -0.08, -1.67], [-0.64, 1.62, -0.35], [1.79, 1.52, 1.27], [-1.77, -1.98, -0.55], [-1.14, -1.79, 1.28]],
  "total_charge": 1,
  "gap_ha": 0.329,
  "largest_force_ev_per_a": 4.214
}

=====

(3)
{
  "formula": "C54H63CrGeN6O3P2SSe",
  "method": "ωB97M-V with the def2-TZVPD basis set",
  "species": ["Cr", "C", "C", "N", "N", "C", "O", "C", "C", "C", "C", "C", "C", "C", "C", "C", "C", "C", "N", "H", "H", "H", "H", "H", "H", "H", "H", "H", "H", "H", "H", "C", "S", "C", "C", "C", "N", "P", "C", "C", "C", "C", "C", "C", "C", "C", "C", "C", "C", "C", "P", "C", "C", "C", "C", "C", "C", "C", "C", "C", "C", "C", "C", "H", "H", "H", "H", "H", "H", "H", "H", "H", "H", "H", "H", "H", "H", "H", "H", "H", "H", "H", "H", "H", "H", "H", "H", "H", "H", "H", "H", "H", "O", "C", "N", "C", "O", "C", "C", "C", "C", "N", "C", "H", "H", "H", "H", "H", "H", "H", "H", "C", "Ge", "C", "C", "C", "Se", "C", "H", "H", "H", "H", "H", "H", "H", "H", "H", "H", "H", "H", "H", "H"],
  "coordinates": [[0.33, 0.53, -0.12], [-3.84, -0.10, -0.48], [-2.38, 0.07, -0.69], [-1.52, 0.28, 0.28], [-1.93, 0.46, 1.54], [-1.54, -0.26, 2.51], [0.65, -0.95, 1.76], [-2.04, 0.08, 3.86], [-3.30, -0.38, 4.22], [-3.83, -0.06, 5.46], [-3.10, 0.72, 6.34], [-1.84, 1.18, 5.98], [-1.31, 0.86, 4.74], [-1.74, 0.00, -1.97], [-2.42, -0.10, -3.20], [-1.69, -0.14, -4.36], [-0.29, -0.14, -4.28], [0.31, -0.09, -3.04], [-0.38, 0.01, -1.89], [-4.08, 0.01, 0.57], [-4.18, -1.09, -0.81], [-4.40, 0.64, -1.04], [-3.87, -0.99, 3.53], [-4.82, -0.41, 5.72], [-3.52, 0.98, 7.30], [-1.28, 1.79, 6.67], [-0.33, 1.22, 4.46], [-3.50, -0.12, -3.21], [-2.18, -0.20, -5.32], [0.31, -0.19, -5.17], [1.38, -0.18, -2.94], [8.62, 2.30, 1.16], [7.33, 3.56, 1.13], [5.92, 2.59, 0.48], [4.65, 3.39, 0.74], [3.38, 2.70, 0.24], [3.10, 1.42, 0.90], [2.82, 0.06, -0.18], [4.25, 0.07, -1.32], [4.16, 0.77, -2.53], [5.20, 0.76, -3.44], [6.34, 0.02, -3.17], [6.44, -0.70, -1.99], [5.40, -0.67, -1.07], [3.37, -1.26, 0.96], [4.29, -0.98, 1.97], [4.74, -2.00, 2.79], [4.27, -3.29, 2.62], [3.36, -3.57, 1.62], [2.91, -2.56, 0.78], [1.57, 1.48, 1.79], [1.99, 2.67, 3.09], [0.99, 3.56, 3.48], [1.28, 4.53, 4.42], [2.55, 4.61, 4.96], [3.54, 3.71, 4.59], [3.26, 2.73, 3.66], [1.41, -0.13, 2.60], [-0.62, -1.45, 2.26], [-0.49, -2.46, 3.35], [0.40, -2.47, 4.37], [1.35, -1.48, 4.69], [1.68, -0.37, 3.93], [9.53, 2.80, 1.47], [8.75, 1.88, 0.16], [8.35, 1.53, 1.87], [5.90, 1.64, 1.00], [6.08, 2.42, -0.59], [4.72, 4.35, 0.22], [4.57, 3.59, 1.80], [3.49, 2.55, -0.84], [2.54, 3.40, 0.39], [3.26, 1.32, -2.76], [5.12, 1.31, -4.36], [7.14, -0.03, -3.89], [7.31, -1.29, -1.78], [5.51, -1.23, -0.15], [4.64, 0.03, 2.11], [5.47, -1.78, 3.55], [4.63, -4.08, 3.26], [3.00, -4.58, 1.49], [2.20, -2.77, -0.01], [0.00, 3.48, 3.04], [0.51, 5.22, 4.73], [2.78, 5.39, 5.67], [4.52, 3.78, 5.02], [4.00, 2.00, 3.39], [-1.03, -1.97, 1.38], [-1.20, -3.27, 3.26], [0.35, -3.31, 5.05], [1.83, -1.57, 5.65], [2.31, 0.37, 4.41], [4.68, 4.53, -3.95], [3.53, 5.33, -3.99], [2.56, 4.64, -3.18], [1.46, 5.26, -2.71], [1.17, 6.40, -3.00], [0.61, 4.47, -1.76], [-0.29, 5.20, -0.98], [-1.06, 4.53, -0.05], [-0.89, 3.17, 0.10], [-0.04, 2.44, -0.65], [0.67, 3.09, -1.57], [5.38, 4.95, -4.47], [3.15, 5.45, -5.02], [3.71, 6.34, -3.57], [2.86, 3.73, -2.88], [-0.35, 6.27, -1.13], [-1.77, 5.06, 0.57], [-1.46, 2.64, 0.85], [1.30, 2.46, -2.19], [-3.13, -4.76, 1.70], [-2.16, -5.45, 0.11], [-3.18, -4.99, -1.54], [-1.77, -7.39, 0.21], [-0.36, -4.51, 0.07], [-0.36, -2.88, -1.01], [0.20, -3.74, -2.68], [-4.12, -5.21, 1.74], [-3.26, -3.68, 1.64], [-2.61, -5.01, 2.62], [-4.23, -5.23, -1.38], [-2.84, -5.57, -2.39], [-3.10, -3.94, -1.78], [-2.69, -7.95, 0.28], [-1.16, -7.62, 1.08], [-1.24, -7.72, -0.68], [0.43, -5.15, -0.33], [-0.06, -4.21, 1.08], [-0.45, -4.59, -2.88], [1.23, -4.06, -2.58], [0.11, -3.01, -3.48]],
  "total_charge": 2,
  "gap_ha": [0.227, 0.214],
  "spin_multiplicity": 4,
  "largest_force_ev_per_a": 2.125
}

=====

(4)
{
  "formula": "C10H17IN2P",
  "method": "ωB97M-V with the def2-TZVPD basis set",
  "species": ["C", "C", "C", "C", "N", "P", "C", "C", "C", "N", "C", "C", "C", "I", "H", "H", "H", "H", "H", "H", "H", "H", "H", "H", "H", "H", "H", "H", "H", "H", "H"],
  "coordinates": [[-3.83, -0.05, -1.30], [-2.88, -1.12, -1.17], [-1.62, -0.82, -0.25], [-1.83, -0.59, 1.25], [-0.47, -0.31, 1.69], [0.18, 0.11, 3.30], [1.09, 1.78, 3.00], [1.43, -1.16, 3.92], [0.44, -0.37, 0.58], [-0.24, -0.69, -0.68], [0.38, -0.80, -2.05], [1.01, 0.66, -2.37], [1.87, 0.71, -3.72], [-0.74, 1.98, -2.71], [-3.81, 0.84, -0.56], [-4.63, -0.01, -2.11], [-3.00, -2.13, -1.67], [-2.76, -0.61, 1.91], [0.63, 2.64, 3.59], [0.98, 2.05, 1.88], [2.22, 1.68, 3.18], [0.96, -2.06, 4.46], [2.10, -0.62, 4.69], [2.13, -1.57, 3.09], [1.56, -0.18, 0.58], [1.24, -1.56, -1.98], [-0.35, -1.17, -2.84], [1.65, 0.99, -1.48], [2.07, 1.83, -3.95], [1.31, 0.29, -4.63], [2.90, 0.22, -3.65]],
  "total_charge": 1,
  "gap_ha": 0.316,
  "smiles": "C=Cc1cn(P(C)C)c[n+]1C[C@@H](C)I",
  "largest_force_ev_per_a": 5.974
}

=====

(5)
{
  "formula": "C45H50BiN6SSi2",
  "method": "ωB97M-V with the def2-TZVPD basis set",
  "species": ["Bi", "C", "C", "C", "C", "C", "C", "N", "N", "Si", "C", "C", "C", "H", "H", "H", "H", "H", "H", "H", "H", "H", "H", "H", "H", "H", "H", "H", "N", "C", "C", "C", "C", "C", "C", "S", "N", "C", "C", "C", "C", "C", "C", "N", "H", "H", "H", "H", "H", "H", "H", "H", "H", "C", "C", "C", "C", "C", "H", "H", "H", "H", "H", "H", "H", "H", "H", "H", "N", "C", "C", "C", "C", "C", "C", "C", "H", "H", "H", "H", "H", "C", "C", "C", "C", "C", "C", "Si", "C", "C", "C", "C", "C", "C", "H", "H", "H", "H", "H", "H", "H", "H", "H", "H", "H"],
  "coordinates": [[0.41, -0.06, 0.44], [3.01, -1.85, 2.47], [1.72, -2.61, 2.53], [1.65, -3.85, 3.14], [0.40, -4.50, 3.16], [-0.70, -3.91, 2.62], [-0.60, -2.62, 2.00], [0.64, -2.03, 1.98], [-1.58, -1.94, 1.47], [-3.24, -2.17, 1.25], [-3.99, -3.93, 1.31], [-3.67, -1.49, -0.46], [-4.23, -1.17, 2.53], [3.60, -2.02, 3.37], [2.82, -0.78, 2.36], [3.60, -2.19, 1.61], [2.53, -4.29, 3.58], [0.33, -5.48, 3.63], [-1.67, -4.39, 2.64], [-3.44, -4.61, 0.66], [-5.03, -3.91, 0.96], [-3.99, -4.34, 2.32], [-3.36, -2.18, -1.25], [-3.16, -0.54, -0.64], [-4.75, -1.32, -0.57], [-3.98, -1.48, 3.55], [-5.30, -1.29, 2.39], [-3.99, -0.11, 2.44], [1.23, -2.75, -4.46], [0.01, -2.76, -5.13], [-0.20, -3.62, -6.19], [-1.41, -3.64, -6.87], [-2.42, -2.79, -6.49], [-2.23, -1.92, -5.42], [-1.03, -1.90, -4.74], [-0.79, -0.81, -3.36], [0.75, -1.11, -2.83], [1.54, -1.98, -3.34], [2.88, -2.21, -2.78], [3.81, -3.07, -3.38], [5.05, -3.26, -2.79], [5.34, -2.59, -1.61], [4.36, -1.76, -1.09], [3.17, -1.57, -1.64], [1.87, -3.47, -4.72], [0.61, -4.29, -6.49], [-1.55, -4.33, -7.70], [-3.37, -2.79, -7.02], [-3.02, -1.25, -5.10], [3.60, -3.57, -4.31], [5.77, -3.91, -3.25], [6.29, -2.72, -1.11], [4.54, -1.20, -0.18], [3.77, 2.01, 1.26], [2.90, 2.59, 0.14], [2.12, 3.78, 0.67], [3.80, 3.08, -1.01], [2.00, 1.48, -0.45], [4.51, 2.75, 1.59], [4.30, 1.12, 0.92], [3.14, 1.75, 2.11], [2.80, 4.49, 1.13], [1.38, 3.48, 1.41], [1.60, 4.30, -0.14], [4.41, 3.93, -0.69], [3.18, 3.39, -1.85], [4.48, 2.29, -1.35], [2.56, 0.87, -1.14], [0.81, 1.94, -1.04], [0.47, 2.75, -1.91], [-0.41, 3.40, -2.73], [-0.95, 4.68, -2.41], [-1.69, 5.39, -3.33], [-1.95, 4.88, -4.61], [-1.46, 3.61, -4.93], [-0.71, 2.88, -4.03], [-0.76, 5.10, -1.43], [-2.07, 6.37, -3.06], [-2.53, 5.45, -5.32], [-1.67, 3.19, -5.90], [-0.33, 1.90, -4.30], [-1.82, 5.39, 2.53], [-2.28, 4.37, 1.71], [-1.72, 3.10, 1.79], [-0.69, 2.82, 2.69], [-0.25, 3.85, 3.51], [-0.80, 5.13, 3.44], [0.09, 1.09, 2.77], [-0.91, 0.18, 4.09], [-0.37, -0.92, 4.77], [-1.08, -1.57, 5.77], [-2.34, -1.13, 6.13], [-2.89, -0.04, 5.47], [-2.18, 0.60, 4.47], [-2.25, 6.38, 2.47], [-3.07, 4.57, 1.00], [-2.08, 2.32, 1.13], [0.55, 3.65, 4.23], [-0.42, 5.92, 4.08], [1.36, 1.34, 3.52], [0.62, -1.27, 4.51], [-0.64, -2.43, 6.27], [-2.89, -1.63, 6.92], [-3.88, 0.32, 5.75], [-2.62, 1.46, 3.97]],
  "total_charge": -1,
  "gap_ha": [0.144, 0.144],
  "largest_force_ev_per_a": 1.445
}

=====

(6)
{
  "formula": "C6H7N",
  "method": "ωB97M-V with the def2-TZVPD basis set",
  "species": ["N", "C", "C", "C", "C", "C", "C", "H", "H", "H", "H", "H", "H", "H"],
  "coordinates": [[-0.01, 3.69, -0.25], [-0.08, 2.56, -0.02], [-0.19, 1.13, 0.26], [0.99, 0.29, -0.28], [0.79, -1.19, -0.08], [-0.40, -1.84, -0.08], [-1.66, -1.21, -0.31], [-0.29, 0.97, 1.34], [1.12, 0.50, -1.35], [1.91, 0.60, 0.21], [1.68, -1.76, 0.18], [-0.38, -2.90, 0.20], [-1.11, 0.76, -0.22], [-2.37, -1.60, 0.44]],
  "gap_ha": [0.281, 0.286],
  "largest_force_ev_per_a": 1.071
}

=====

(7)
{
  "formula": "C5H7NO2",
  "method": "ωB97M-V with the def2-TZVPD basis set",
  "species": ["C", "C", "C", "C", "C", "H", "H", "H", "H", "H", "H", "H", "N", "O", "O"],
  "coordinates": [[0.40, 0.35, -0.35], [-0.56, 1.34, 0.11], [-1.35, 2.22, 0.41], [-0.01, -1.13, -0.87], [0.41, -0.83, 0.53], [2.21, 0.73, 0.09], [2.03, 0.44, -1.60], [-2.32, 2.73, 0.73], [0.73, -1.31, -1.52], [-1.57, -1.26, 0.15], [1.47, -1.15, 0.88], [-0.93, -0.34, 1.90], [1.52, 0.80, -0.80], [-1.23, -1.58, -0.90], [-0.79, -1.03, 1.24]],
  "gap_ha": 0.330,
  "smiles": "C#C[C@]1(N)[C@H](O)[C@@H]1O",
  "largest_force_ev_per_a": 8.504
}

=====

(8)
{
  "formula": "C3H5NOS",
  "method": "ωB97M-V with the def2-TZVPD basis set",
  "species": ["C", "C", "C", "N", "O", "S", "H", "H", "H", "H", "H"],
  "coordinates": [[-0.24, -0.52, 1.19], [-1.07, -0.56, 0.16], [1.09, 0.14, 0.98], [-0.76, 1.03, -2.19], [1.17, 0.37, -0.47], [-0.07, -0.17, -1.51], [-0.45, -0.82, 2.16], [-2.03, -1.01, 0.15], [1.33, 0.97, 1.55], [1.80, -0.58, 1.17], [-0.78, 1.14, -3.18]],
  "gap_ha": 0.361,
  "largest_force_ev_per_a": 4.724
}

=====

(9)
{
  "formula": "C26H38BaBrNOP2",
  "method": "ωB97M-V with the def2-TZVPD basis set",
  "species": ["C", "C", "C", "C", "N", "C", "C", "C", "C", "C", "C", "C", "C", "C", "Ba", "P", "H", "H", "H", "H", "H", "H", "H", "H", "C", "C", "H", "H", "H", "H", "H", "C", "C", "H", "H", "H", "H", "H", "C", "C", "H", "H", "H", "H", "H", "Br", "P", "C", "C", "H", "H", "H", "H", "H", "C", "C", "H", "H", "H", "H", "H", "C", "C", "H", "H", "H", "H", "H", "O", "C"],
  "coordinates": [[-2.16, -1.47, 4.44], [-2.37, -1.64, 3.05], [-3.70, -1.83, 2.63], [-4.74, -1.74, 3.58], [-4.51, -1.50, 4.86], [-3.26, -1.40, 5.31], [-1.22, -1.61, 2.14], [0.00, -1.54, 1.80], [1.39, -1.20, 1.79], [1.84, -0.03, 2.45], [3.12, 0.43, 2.39], [4.14, -0.26, 1.58], [3.68, -1.59, 1.06], [2.40, -2.00, 1.17], [-1.16, -0.32, 0.20], [1.08, 1.96, -0.65], [-3.97, -2.07, 1.60], [-1.16, -1.39, 4.84], [-5.79, -1.86, 3.27], [-3.10, -1.24, 6.38], [2.12, -2.98, 0.77], [1.11, 0.53, 3.05], [4.43, -2.14, 0.50], [3.42, 1.35, 2.87], [1.98, 2.04, -2.25], [1.72, 3.22, -3.18], [1.73, 1.10, -2.78], [3.05, 1.97, -2.01], [2.43, 3.18, -4.01], [0.71, 3.19, -3.61], [1.86, 4.19, -2.68], [-0.46, 2.95, -0.90], [-1.30, 3.10, 0.37], [-1.05, 2.48, -1.71], [-0.14, 3.93, -1.28], [-2.37, 2.97, 0.16], [-1.02, 2.42, 1.20], [-1.19, 4.12, 0.78], [2.09, 3.05, 0.44], [2.14, 4.53, 0.05], [3.11, 2.63, 0.42], [1.73, 2.93, 1.47], [2.66, 5.09, 0.84], [2.72, 4.68, -0.87], [1.15, 4.98, -0.08], [4.98, 0.83, 0.30], [-1.41, -1.98, -2.04], [-1.46, -0.21, -2.64], [-1.69, -0.18, -4.16], [-0.49, 0.28, -2.39], [-2.30, 0.33, -2.14], [-1.69, 0.86, -4.51], [-0.90, -0.73, -4.69], [-2.66, -0.63, -4.42], [0.30, -2.24, -1.37], [1.09, -3.18, -2.31], [0.20, -2.69, -0.37], [0.84, -1.26, -1.28], [2.11, -3.29, -1.92], [0.61, -4.17, -2.33], [1.15, -2.78, -3.33], [-2.72, -2.38, -0.80], [-3.64, -3.50, -1.33], [-3.35, -1.48, -0.63], [-2.24, -2.70, 0.14], [-4.20, -3.93, -0.49], [-4.37, -3.10, -2.04], [-3.06, -4.30, -1.81], [6.35, -0.49, 2.92], [5.43, -0.27, 2.21]],
  "total_charge": 2,
  "gap_ha": 0.243,
  "largest_force_ev_per_a": 7.330
}